This record from the Open Molecules 2025 dataset describes 2 unconnected molecules or ions with the total composition C35H32IO2. The level of theory is wB97M-V/def2-TZVPD.

Structure (XYZ):
```
70
Properties=species:S:1:pos:R:3:nbo_charge:R:1
C 4.842 -4.031 2.942 -0.145
C 3.572 -4.234 3.512 -0.207
C 2.557 -3.284 3.373 -0.184
C 2.819 -2.048 2.740 -0.052
C 1.758 -1.055 2.482 0.203
C 0.427 -1.504 2.221 -0.265
C -0.734 -0.772 1.993 0.035
C -2.081 -1.236 2.264 -0.057
C -3.119 -0.284 2.499 -0.153
C -4.408 -0.690 2.856 -0.216
C -4.727 -2.056 2.943 -0.137
C -3.717 -3.004 2.723 -0.202
C -2.413 -2.612 2.382 -0.168
C 2.133 0.351 2.555 -0.088
C 1.454 1.365 1.848 -0.179
C 1.742 2.713 2.034 -0.220
C 2.813 3.098 2.855 -0.137
C 3.568 2.109 3.512 -0.222
C 3.236 0.766 3.361 -0.161
C 4.149 -1.798 2.308 -0.187
C 5.122 -2.792 2.348 -0.202
H 5.617 -4.804 2.988 0.238
H 3.366 -5.154 4.057 0.234
H 1.548 -3.484 3.749 0.224
H 0.312 -2.597 2.244 0.218
H -0.690 0.295 1.766 0.220
H -2.853 0.778 2.447 0.228
H -5.164 0.067 3.076 0.238
H -5.752 -2.362 3.158 0.237
H -3.955 -4.065 2.822 0.233
H -1.630 -3.357 2.226 0.218
H 0.736 1.075 1.075 0.224
H 1.110 3.458 1.545 0.229
H 3.038 4.157 3.006 0.235
H 4.406 2.380 4.162 0.238
H 3.864 0.014 3.850 0.236
H 4.410 -0.821 1.898 0.232
H 6.104 -2.586 1.922 0.235
C -4.139 -1.289 -3.911 -0.600
C -2.830 -0.644 -3.479 -0.024
C -2.315 0.165 -4.682 -0.616
C -3.079 0.256 -2.254 -0.488
C -1.804 0.894 -1.695 0.482
O -1.767 2.097 -1.407 -0.631
C -0.654 0.020 -1.574 -0.476
I 1.290 0.973 -1.496 0.814
C 1.363 2.908 -2.435 -0.161
C 1.315 4.093 -1.702 -0.165
C 1.304 5.307 -2.419 -0.214
C 1.324 5.297 -3.818 -0.182
C 1.373 4.088 -4.525 -0.191
C 1.383 2.874 -3.827 -0.244
C -0.526 -1.109 -2.478 0.484
O 0.586 -1.530 -2.838 -0.633
C -1.795 -1.708 -3.066 -0.494
H -4.567 -1.887 -3.098 0.207
H -4.857 -0.503 -4.185 0.217
H -3.973 -1.940 -4.779 0.218
H -1.371 0.688 -4.498 0.207
H -2.159 -0.519 -5.527 0.217
H -3.065 0.913 -4.973 0.218
H -3.792 1.048 -2.515 0.241
H -3.541 -0.372 -1.472 0.223
H 1.260 4.078 -0.611 0.214
H 1.275 6.254 -1.874 0.231
H 1.296 6.241 -4.368 0.232
H 1.399 4.076 -5.613 0.234
H 1.384 1.916 -4.351 0.240
H -2.264 -2.378 -2.328 0.227
H -1.514 -2.305 -3.942 0.245
```

Properties
total charge: +1
frontier orbital gap: 5.2 eV
energy above the lowest of the compared OMol25 structures with the same formula, charge and spin: 13.8 kJ/mol
multiplicity: 1
highest occupied orbital energy: -0.3890 hartree

This record from the Open Molecules 2025 dataset describes 2 unconnected molecules or ions with the total composition C35H32NO. The level of theory is wB97M-V/def2-TZVPD.

Structure (XYZ):
```
69
Properties=species:S:1:pos:R:3:nbo_charge:R:1
C -0.584 -3.934 -0.486 -0.709
C 0.900 -4.097 -0.401 0.677
N 1.442 -3.385 0.658 -0.637
C 2.793 -3.087 0.791 0.140
C 3.272 -2.748 2.143 -0.119
C 4.474 -2.120 2.290 -0.083
C 4.947 -1.568 3.583 -0.446
C 3.792 -1.220 4.557 -0.423
C 2.609 -2.136 4.461 -0.010
C 1.630 -2.098 5.462 -0.199
C 0.553 -2.987 5.449 -0.212
C 0.489 -3.963 4.446 -0.231
C 1.421 -3.954 3.409 -0.248
C 2.426 -2.973 3.332 0.010
C 3.524 -2.977 -0.354 -0.403
O 1.559 -4.773 -1.185 -0.595
H -0.905 -3.001 -0.001 0.205
H -0.877 -3.913 -1.536 0.241
H -1.082 -4.788 -0.007 0.233
H 0.776 -3.039 1.340 0.410
H 5.141 -2.034 1.434 0.207
H 5.604 -2.292 4.096 0.223
H 5.568 -0.681 3.399 0.227
H 4.181 -1.226 5.584 0.228
H 3.462 -0.186 4.364 0.217
H 1.717 -1.367 6.270 0.215
H -0.217 -2.941 6.223 0.215
H -0.294 -4.720 4.471 0.212
H 1.376 -4.722 2.636 0.225
H 4.541 -2.596 -0.306 0.195
H 3.106 -3.247 -1.319 0.231
C -9.416 -7.329 2.384 -0.138
C -8.693 -7.193 1.195 -0.201
C -7.765 -6.164 1.047 -0.177
C -7.518 -5.246 2.095 -0.056
C -6.585 -4.116 1.903 0.244
C -5.508 -4.246 0.988 -0.316
C -4.550 -3.326 0.594 0.061
C -3.849 -3.397 -0.655 -0.165
C -3.242 -2.212 -1.151 -0.121
C -2.725 -2.160 -2.441 -0.221
C -2.745 -3.297 -3.263 -0.130
C -3.242 -4.505 -2.744 -0.231
C -3.790 -4.565 -1.460 -0.081
C -6.876 -2.875 2.625 -0.158
C -5.886 -1.984 3.090 -0.153
C -6.244 -0.781 3.712 -0.210
C -7.586 -0.491 3.996 -0.143
C -8.579 -1.405 3.629 -0.215
C -8.236 -2.514 2.861 -0.129
C -8.219 -5.445 3.319 -0.166
C -9.193 -6.431 3.440 -0.216
H -10.137 -8.135 2.506 0.237
H -8.838 -7.895 0.371 0.236
H -7.269 -6.031 0.083 0.220
H -5.483 -5.205 0.470 0.222
H -4.438 -2.397 1.142 0.218
H -3.234 -1.334 -0.505 0.224
H -2.312 -1.218 -2.811 0.241
H -2.357 -3.246 -4.277 0.242
H -3.217 -5.409 -3.357 0.240
H -4.194 -5.503 -1.068 0.210
H -4.839 -2.265 2.977 0.215
H -5.464 -0.069 3.995 0.236
H -7.863 0.437 4.496 0.238
H -9.618 -1.266 3.936 0.239
H -9.033 -3.127 2.434 0.233
H -7.994 -4.792 4.168 0.236
H -9.772 -6.509 4.364 0.239
```

Properties
total charge: +1
frontier orbital gap: 3.7 eV
energy above the lowest of the compared OMol25 structures with the same formula, charge and spin: 0.0 kJ/mol
multiplicity: 1
highest occupied orbital energy: -0.3424 hartree

This record from the Open Molecules 2025 dataset describes a molecular structure, C35H33AsBrF6GeN6O5STi. The level of theory is wB97M-V/def2-TZVPD.

Structure (XYZ):
```
90
Properties=species:S:1:pos:R:3:mulliken_spin:R:1
Ti -2.192 0.890 0.813 0.005
O -2.534 -1.409 3.993 0.000
C -2.166 -0.498 3.343 0.000
O -2.082 -0.509 1.990 -0.002
C -1.634 0.887 3.797 0.000
C -1.225 1.185 5.092 0.000
C -0.895 2.479 5.374 0.000
C -0.887 3.388 4.327 0.000
C -1.197 2.994 3.039 0.000
N -1.611 1.773 2.812 0.000
H -1.322 0.471 5.905 0.000
H -0.696 2.775 6.417 0.000
H -0.572 4.400 4.592 0.000
H -1.209 3.715 2.237 0.000
C -3.127 -4.108 -1.552 0.001
C -3.250 -2.805 -2.122 0.026
N -3.947 -2.528 -3.239 0.138
N -3.780 -1.214 -3.421 0.123
C -3.043 -0.606 -2.479 -0.082
S -2.767 1.007 -2.170 0.723
N -2.712 -1.654 -1.661 0.045
N -2.111 -1.412 -0.436 -0.002
H -4.023 -4.604 -1.391 0.002
H -2.543 -4.059 -0.641 0.001
H -2.562 -4.681 -2.358 0.005
H -4.153 -0.894 -4.312 -0.006
H -2.635 -1.735 0.374 -0.001
H -1.096 -1.679 -0.406 0.007
O -4.971 6.555 1.084 0.000
C -4.321 5.411 1.156 0.000
C -4.828 4.275 1.843 0.001
C -4.230 3.073 1.575 0.002
N -3.132 2.896 0.820 -0.002
C -2.665 4.034 0.166 0.001
Br -1.273 4.005 -1.028 0.001
C -3.233 5.272 0.357 -0.002
H -5.716 6.515 1.677 0.000
H -5.702 4.299 2.472 0.000
H -4.572 2.159 2.086 0.000
H -2.813 6.149 -0.165 0.000
F -4.060 0.443 0.457 -0.013
As -6.319 -0.140 -0.094 0.003
F -5.374 -1.451 -0.770 -0.001
F -5.802 0.759 -1.471 0.010
F -7.791 -0.654 -0.665 0.000
F -6.835 1.310 0.649 0.000
F -6.222 -0.882 1.452 0.000
O 0.048 1.011 -1.979 0.032
C 0.436 1.083 -0.858 -0.013
O -0.569 0.947 0.181 -0.007
C 1.698 1.493 -0.242 0.000
C 2.966 1.165 -1.003 0.003
Ge 3.666 -0.696 -0.927 0.000
C 4.216 -1.229 -2.690 0.000
C 4.633 -0.301 -3.616 0.000
C 5.005 -0.670 -4.936 0.000
C 4.891 -2.028 -5.311 0.000
C 4.478 -2.950 -4.353 0.000
C 4.258 -2.581 -3.058 0.000
C 2.155 -1.845 -0.396 0.000
C 1.794 -1.935 0.956 0.001
C 0.856 -2.866 1.345 0.000
C 0.296 -3.699 0.392 0.001
C 0.649 -3.608 -0.944 0.000
C 1.515 -2.633 -1.379 0.000
C 5.146 -0.896 0.347 0.000
C 5.112 -0.022 1.438 0.000
C 6.178 0.159 2.236 0.000
C 7.375 -0.461 1.862 0.000
C 7.449 -1.300 0.754 0.000
C 6.331 -1.495 -0.030 0.000
H 1.677 1.130 0.784 0.002
H 1.588 2.577 -0.170 -0.002
H 3.780 1.823 -0.645 0.000
H 2.885 1.478 -2.022 -0.001
H 4.634 0.764 -3.451 0.000
H 5.169 0.081 -5.693 0.000
H 4.984 -2.294 -6.371 0.000
H 4.416 -3.949 -4.633 0.000
H 3.980 -3.331 -2.374 0.000
H 2.387 -1.349 1.699 0.000
H 0.603 -2.940 2.390 0.000
H -0.399 -4.520 0.624 0.000
H 0.267 -4.344 -1.692 0.000
H 1.723 -2.565 -2.396 0.000
H 4.222 0.582 1.514 0.000
H 6.189 0.755 3.106 0.000
H 8.296 -0.342 2.436 0.000
H 8.383 -1.689 0.465 0.000
H 6.457 -2.108 -0.879 0.000
```

Properties
total charge: +2
frontier orbital gap (spin up / spin down): 6.3 / 4.0 eV
energy above the lowest of the compared OMol25 structures with the same formula, charge and spin: 133.4 kJ/mol
multiplicity: 2
highest occupied orbital energy (spin up / spin down): -0.4680 / -0.4680 hartree

- The highest energy above the lowest of the compared OMol25 structures with the same formula, charge and spin belongs to which entry?
  C35H33AsBrF6GeN6O5STi

What did the second record say?
This record from the Open Molecules 2025 dataset describes 2 unconnected molecules or ions with the total composition C35H32NO. The level of theory is wB97M-V/def2-TZVPD.

Structure (XYZ):
```
69
Properties=species:S:1:pos:R:3:nbo_charge:R:1
C -0.584 -3.934 -0.486 -0.709
C 0.900 -4.097 -0.401 0.677
N 1.442 -3.385 0.658 -0.637
C 2.793 -3.087 0.791 0.140
C 3.272 -2.748 2.143 -0.119
C 4.474 -2.120 2.290 -0.083
C 4.947 -1.568 3.583 -0.446
C 3.792 -1.220 4.557 -0.423
C 2.609 -2.136 4.461 -0.010
C 1.630 -2.098 5.462 -0.199
C 0.553 -2.987 5.449 -0.212
C 0.489 -3.963 4.446 -0.231
C 1.421 -3.954 3.409 -0.248
C 2.426 -2.973 3.332 0.010
C 3.524 -2.977 -0.354 -0.403
O 1.559 -4.773 -1.185 -0.595
H -0.905 -3.001 -0.001 0.205
H -0.877 -3.913 -1.536 0.241
H -1.082 -4.788 -0.007 0.233
H 0.776 -3.039 1.340 0.410
H 5.141 -2.034 1.434 0.207
H 5.604 -2.292 4.096 0.223
H 5.568 -0.681 3.399 0.227
H 4.181 -1.226 5.584 0.228
H 3.462 -0.186 4.364 0.217
H 1.717 -1.367 6.270 0.215
H -0.217 -2.941 6.223 0.215
H -0.294 -4.720 4.471 0.212
H 1.376 -4.722 2.636 0.225
H 4.541 -2.596 -0.306 0.195
H 3.106 -3.247 -1.319 0.231
C -9.416 -7.329 2.384 -0.138
C -8.693 -7.193 1.195 -0.201
C -7.765 -6.164 1.047 -0.177
C -7.518 -5.246 2.095 -0.056
C -6.585 -4.116 1.903 0.244
C -5.508 -4.246 0.988 -0.316
C -4.550 -3.326 0.594 0.061
C -3.849 -3.397 -0.655 -0.165
C -3.242 -2.212 -1.151 -0.121
C -2.725 -2.160 -2.441 -0.221
C -2.745 -3.297 -3.263 -0.130
C -3.242 -4.505 -2.744 -0.231
C -3.790 -4.565 -1.460 -0.081
C -6.876 -2.875 2.625 -0.158
C -5.886 -1.984 3.090 -0.153
C -6.244 -0.781 3.712 -0.210
C -7.586 -0.491 3.996 -0.143
C -8.579 -1.405 3.629 -0.215
C -8.236 -2.514 2.861 -0.129
C -8.219 -5.445 3.319 -0.166
C -9.193 -6.431 3.440 -0.216
H -10.137 -8.135 2.506 0.237
H -8.838 -7.895 0.371 0.236
H -7.269 -6.031 0.083 0.220
H -5.483 -5.205 0.470 0.222
H -4.438 -2.397 1.142 0.218
H -3.234 -1.334 -0.505 0.224
H -2.312 -1.218 -2.811 0.241
H -2.357 -3.246 -4.277 0.242
H -3.217 -5.409 -3.357 0.240
H -4.194 -5.503 -1.068 0.210
H -4.839 -2.265 2.977 0.215
H -5.464 -0.069 3.995 0.236
H -7.863 0.437 4.496 0.238
H -9.618 -1.266 3.936 0.239
H -9.033 -3.127 2.434 0.233
H -7.994 -4.792 4.168 0.236
H -9.772 -6.509 4.364 0.239
```

Properties
total charge: +1
frontier orbital gap: 3.7 eV
energy above the lowest of the compared OMol25 structures with the same formula, charge and spin: 0.0 kJ/mol
multiplicity: 1
highest occupied orbital energy: -0.3424 hartree